Below is a structure of composition C33H46BaBrN3P2Se at a distorted geometry, with properties calculated with ωB97M-V with the def2-TZVPD basis set.

Geometry as ORCA input:
```
! wB97M-V def2-TZVPD RIJCOSX def2/J DEFGRID3
* xyz 2 1
C -3.717 -3.625 5.575
C -2.992 -4.201 4.514
C -3.195 -5.562 4.224
C -4.189 -6.253 4.933
N -4.889 -5.681 5.909
C -4.680 -4.407 6.232
C -2.199 -3.367 3.625
C -2.171 -2.460 2.760
C -2.132 -1.653 1.584
C -2.532 -0.302 1.519
C -2.387 0.425 0.352
C -1.711 -0.119 -0.757
C -1.456 -1.506 -0.755
C -1.670 -2.273 0.386
Ba 0.316 -3.172 2.644
P -1.383 0.854 -2.258
H -2.642 -6.065 3.430
H -3.575 -2.583 5.864
H -4.411 -7.297 4.698
H -5.285 -3.978 7.037
H -1.615 -3.378 0.357
H -2.945 0.155 2.420
H -1.025 -1.989 -1.641
H -2.742 1.460 0.324
C 0.291 1.513 -2.223
C 0.895 1.848 -3.588
H 0.901 0.786 -1.666
H 0.262 2.395 -1.561
H 1.836 2.391 -3.446
H 1.122 0.945 -4.167
H 0.232 2.483 -4.188
C -1.679 -0.252 -3.647
C -3.008 -1.009 -3.599
H -0.831 -0.952 -3.703
H -1.629 0.373 -4.549
H -3.083 -1.670 -4.470
H -3.098 -1.635 -2.706
H -3.868 -0.333 -3.629
C -2.575 2.200 -2.333
C -2.679 2.879 -3.695
H -2.277 2.911 -1.549
H -3.545 1.776 -2.032
H -3.510 3.590 -3.672
H -1.775 3.441 -3.949
H -2.883 2.166 -4.500
Br 0.831 -0.091 0.945
P 2.847 -3.462 -0.996
C 1.679 -2.836 -2.298
C 2.235 -3.032 -3.707
H 1.491 -1.772 -2.087
H 0.729 -3.379 -2.190
H 1.504 -2.686 -4.447
H 3.163 -2.468 -3.863
H 2.440 -4.091 -3.909
C 3.505 -1.869 -0.326
C 4.998 -1.955 -0.003
H 2.918 -1.552 0.554
H 3.328 -1.103 -1.096
H 5.372 -0.971 0.299
H 5.201 -2.657 0.812
H 5.569 -2.278 -0.882
C 1.615 -4.095 0.177
C 1.182 -5.534 -0.131
H 0.752 -3.396 0.093
H 2.153 -4.065 1.151
H 0.610 -5.964 0.708
H 0.544 -5.598 -1.026
H 2.046 -6.193 -0.303
C 0.128 5.611 -0.169
N 0.825 5.421 1.089
C 0.794 4.243 1.796
Se -0.204 2.785 1.376
N 1.758 4.395 2.768
C 2.470 5.585 2.598
C 3.706 5.977 3.090
C 4.330 7.068 2.463
C 3.729 7.719 1.367
C 2.478 7.316 0.883
C 1.868 6.242 1.529
H 0.088 6.684 -0.376
H -0.882 5.201 -0.068
H 0.642 5.103 -0.999
H 2.009 3.652 3.412
H 4.136 5.441 3.936
H 5.301 7.417 2.814
H 4.261 8.543 0.884
H 1.978 7.776 0.029
*
```

The calculation puts the LUMO energy at -6.9 eV. The electronic energy is -194083.6691 eV. Its orbital gap is 4.2 eV. As for the energy above the lowest of the compared OMol25 structures with the same formula, charge and spin: 163.87 kJ/mol.